1.
The following is a DFT calculation (wB97M-V/def2-TZVPD) of C6H10N3S as an isolated structure.

Element x y z (Å)
C1 1.448 -0.388 1.630
C2 0.083 -2.057 0.675
C3 0.887 0.023 0.452
C4 0.391 2.577 0.611
C5 1.229 1.469 0.055
C6 -1.019 -1.442 -1.531
N1 0.072 -0.981 -0.087
N2 -0.677 2.255 1.271
N3 -1.330 -0.419 -2.316
S1 1.017 -1.978 2.078
H1 2.107 0.193 2.247
H2 -0.466 -2.947 0.434
H3 -0.337 -2.171 -1.951
H4 2.263 1.663 0.334
H5 1.172 1.592 -1.031
H6 -1.830 -1.832 -0.928
H7 -1.244 3.003 1.647
H8 -0.687 -0.088 -3.021
H9 -1.008 1.307 1.494
H10 -2.071 0.219 -2.062

Computed properties:
Kohn-Sham gap ... 7.84 eV
E_LUMO ... -3.50 eV
Net charge ... +1
ΔE to the lowest compared entry with this formula, charge and spin ... 54.7 kcal per mole

2.
The following is a DFT calculation (wB97M-V/def2-TZVPD) of C13H29Cl2GdN2P as an isolated structure.

Element x y z (Å)
Gd1 -0.108 -2.504 1.606
Cl1 -1.227 -2.071 -0.568
Cl2 -1.058 -0.933 3.225
H1 2.064 -3.498 1.004
H2 1.918 -3.869 1.681
P1 0.177 1.722 -1.334
C1 -0.571 1.621 -3.076
C2 -0.435 3.422 -0.885
C3 1.911 2.187 -1.920
C4 -1.779 0.690 -3.047
H3 0.240 1.130 -3.643
C5 -0.949 2.916 -3.821
H4 -1.776 3.446 -3.331
H5 -1.304 2.629 -4.820
H6 -0.119 3.612 -3.976
H7 -1.539 -0.243 -2.527
H8 -2.065 0.472 -4.083
H9 -2.637 1.159 -2.549
H10 2.098 1.412 -2.687
C6 2.908 1.987 -0.775
C7 2.143 3.558 -2.594
H11 1.690 3.630 -3.590
H12 3.225 3.697 -2.741
H13 1.803 4.399 -1.974
H14 2.786 0.991 -0.334
H15 2.786 2.750 0.007
H16 3.924 2.071 -1.181
C8 -1.949 3.437 -0.601
H17 -0.272 4.063 -1.761
C9 0.342 4.060 0.284
H18 -2.557 3.246 -1.497
H19 -2.212 4.437 -0.220
H20 -2.202 2.699 0.176
H21 0.408 3.363 1.133
H22 -0.218 4.948 0.618
H23 1.352 4.391 0.001
C10 0.263 -7.249 4.802
N1 -0.356 -6.083 4.152
C11 -1.636 -5.620 4.477
C12 -1.866 -4.515 3.718
N2 -0.738 -4.305 2.907
C13 0.165 -5.272 3.218
H24 0.287 -7.096 5.893
H25 -0.347 -8.144 4.606
H26 1.268 -7.402 4.424
H27 -2.282 -6.139 5.167
H28 -2.700 -3.827 3.684
H29 1.145 -5.377 2.752

Computed properties:
Expectation value of S² ... 15.793
Kohn-Sham gap (alpha / beta) ... 2.88 / 8.31 eV
E_LUMO (alpha / beta) ... 2.80 / 2.80 eV
Net charge ... -1
ΔE to the lowest compared entry with this formula, charge and spin ... 0.0 kcal per mole
2S+1 ... 8

3.
The following is a DFT calculation (wB97M-V/def2-TZVPD) of a 2-piece molecular cluster, C4H8O2 overall.

Element x y z (Å)
O1 -1.338 -1.633 -0.664
C1 -1.609 -0.793 0.289
C2 -0.420 -0.223 0.935
C3 0.448 0.387 -0.912
C4 1.721 0.854 -0.285
O2 1.732 0.253 -1.540
H1 -0.100 -0.648 -0.981
H2 -2.427 -0.055 0.154
H3 -1.821 -1.255 1.333
H4 -0.469 0.663 1.573
H5 0.350 -0.951 1.179
H6 -0.170 1.185 -1.332
H7 2.194 0.286 0.517
H8 1.908 1.930 -0.267

Computed properties:
Kohn-Sham gap (alpha / beta) ... 8.72 / 8.72 eV
E_LUMO (alpha / beta) ... -0.41 / -0.41 eV
ΔE to the lowest compared entry with this formula, charge and spin ... 155.2 kcal per mole

4.
The following is a DFT calculation (wB97M-V/def2-TZVPD) of a 6-piece molecular cluster, C24H38ClN4O16 overall.

Element x y z (Å)
N1 -2.099 -4.669 -0.669
C1 -2.993 -3.674 -0.995
N2 -4.361 -4.106 -1.481
C2 -4.954 -2.714 -1.754
N3 -4.006 -1.566 -1.446
Cl1 -4.481 0.079 -1.666
N4 -2.830 -2.154 -1.004
C3 -1.576 -1.374 -0.618
C4 -0.304 -1.970 -1.462
O1 0.145 -0.943 -2.456
H1 -1.622 -4.763 0.262
H2 -1.912 -5.442 -1.371
H3 -6.031 -2.539 -2.183
H4 -1.425 -1.333 0.546
H5 -1.742 -0.249 -0.973
H6 0.598 -2.198 -0.748
H7 -0.536 -2.936 -2.092
H8 0.542 -1.452 -3.247
C5 0.505 2.290 -4.045
C6 1.993 2.054 -4.214
C7 2.839 2.781 -3.214
O2 4.072 2.905 -3.901
C8 3.768 2.926 -5.233
O3 4.556 3.210 -6.118
O4 2.457 2.593 -5.441
H9 -0.042 1.925 -4.921
H10 0.127 1.780 -3.154
H11 0.278 3.358 -3.957
H12 2.204 0.978 -4.221
H13 2.966 2.220 -2.283
H14 2.475 3.788 -2.979
C9 -4.862 -9.016 -1.573
C10 -3.445 -9.033 -1.038
C11 -3.312 -9.683 0.305
O5 -2.143 -9.068 0.820
C12 -2.072 -7.833 0.238
O6 -1.307 -6.950 0.580
O7 -2.984 -7.717 -0.776
H15 -4.938 -8.345 -2.434
H16 -5.178 -10.019 -1.878
H17 -5.567 -8.644 -0.822
H18 -2.770 -9.482 -1.777
H19 -3.183 -10.768 0.238
H20 -4.142 -9.462 0.985
C13 -3.922 3.513 1.374
C14 -2.700 2.634 1.207
C15 -1.582 2.965 2.147
O8 -0.448 2.490 1.442
C16 -0.763 2.569 0.114
O9 0.034 2.424 -0.796
O10 -2.093 2.841 -0.058
H21 -4.608 3.380 0.531
H22 -4.452 3.275 2.302
H23 -3.650 4.574 1.393
H24 -2.986 1.577 1.270
H25 -1.679 2.459 3.113
H26 -1.454 4.039 2.317
C17 6.305 3.415 -2.682
C18 7.268 3.923 -1.629
C19 6.649 4.101 -0.276
O11 7.486 5.085 0.308
C20 7.983 5.828 -0.726
O12 8.588 6.876 -0.596
O13 7.703 5.239 -1.930
H27 6.742 3.515 -3.681
H28 6.056 2.363 -2.510
H29 5.376 3.995 -2.686
H30 8.156 3.280 -1.589
H31 6.658 3.181 0.316
H32 5.627 4.496 -0.309
C21 0.871 3.794 6.330
C22 -0.378 3.026 6.713
C23 -0.100 1.730 7.413
O14 -1.267 0.979 7.123
C24 -1.737 1.449 5.928
O15 -2.616 0.917 5.273
O16 -1.084 2.594 5.562
H33 0.623 4.605 5.637
H34 1.355 4.221 7.214
H35 1.592 3.151 5.814
H36 -1.050 3.668 7.296
H37 0.024 1.853 8.493
H38 0.764 1.190 7.011

Computed properties:
Kohn-Sham gap ... 7.41 eV
E_LUMO ... -4.28 eV
Net charge ... +1

5.
The following is a DFT calculation (wB97M-V/def2-TZVPD) of C28H26N4O3Ti as an isolated structure.

Element x y z (Å)
Ti1 0.203 -0.391 -0.369
O1 1.590 -0.702 0.703
C1 2.774 -0.153 0.837
C2 3.845 -0.868 1.391
C3 5.090 -0.290 1.510
C4 5.314 1.026 1.092
C5 4.275 1.750 0.563
C6 2.992 1.188 0.421
C7 1.936 1.979 -0.130
N1 0.729 1.561 -0.380
C8 -0.174 2.530 -1.014
C9 -1.514 1.839 -1.284
N2 -1.240 0.428 -1.522
C10 -1.843 -0.166 -2.506
C11 -1.669 -1.547 -2.848
C12 -2.240 -2.047 -4.032
C13 -2.091 -3.363 -4.390
C14 -1.373 -4.225 -3.555
C15 -0.815 -3.769 -2.380
C16 -0.944 -2.427 -2.000
O2 -0.431 -1.989 -0.869
H1 3.665 -1.882 1.725
H2 5.904 -0.863 1.935
H3 6.294 1.471 1.192
H4 4.430 2.774 0.241
H5 2.187 3.015 -0.365
H6 0.257 2.876 -1.958
H7 -0.312 3.407 -0.379
H8 -2.018 2.307 -2.132
H9 -2.168 1.938 -0.415
H10 -2.534 0.409 -3.124
H11 -2.793 -1.366 -4.668
H12 -2.528 -3.729 -5.309
H13 -1.262 -5.266 -3.829
H14 -0.269 -4.438 -1.727
C17 -1.145 -1.671 1.902
C18 -1.575 -0.407 1.489
C19 -0.988 0.734 2.044
C20 0.011 0.609 3.002
C21 0.424 -0.650 3.411
C22 -0.146 -1.788 2.858
H15 -1.639 -2.556 1.527
H16 -2.450 -0.324 0.856
H17 -1.374 1.719 1.811
H18 0.442 1.493 3.453
H19 1.195 -0.741 4.166
H20 0.169 -2.768 3.190
N3 4.012 1.175 -5.627
C23 2.858 1.074 -4.931
O3 1.902 1.801 -5.118
C24 2.795 0.000 -3.877
C25 3.615 -1.116 -3.789
C26 3.384 -2.030 -2.771
C27 2.367 -1.797 -1.868
N4 1.576 -0.715 -1.942
C28 1.785 0.142 -2.937
H21 4.081 1.905 -6.316
H22 4.834 0.645 -5.410
H23 4.410 -1.297 -4.502
H24 3.987 -2.923 -2.679
H25 2.160 -2.486 -1.062
H26 1.120 0.989 -3.031

Computed properties:
Expectation value of S² ... 0.762
Kohn-Sham gap (alpha / beta) ... 6.78 / 7.87 eV
E_LUMO (alpha / beta) ... -2.84 / -3.27 eV
Net charge ... +1
ΔE to the lowest compared entry with this formula, charge and spin ... 1.3 kcal per mole
2S+1 ... 2

6.
The following is a DFT calculation (wB97M-V/def2-TZVPD) of one molecule with the formula C5H8N2.

Element x y z (Å)
C1 1.652 -0.435 -0.257
C2 0.153 -0.346 -0.044
C3 -0.269 -0.407 1.408
N1 -0.389 0.826 -0.852
C4 -0.642 -0.819 -1.203
C5 -1.525 1.519 -0.614
N2 -2.524 2.100 -0.517
H1 1.963 -1.449 0.012
H2 2.220 0.281 0.347
H3 1.882 -0.310 -1.320
H4 0.363 0.218 2.049
H5 -1.317 -0.126 1.551
H6 -0.155 -1.446 1.739
H7 0.276 1.303 -1.452
H8 -1.687 -0.911 -0.847

Computed properties:
Kohn-Sham gap ... 8.95 eV
E_LUMO ... 0.58 eV
ΔE to the lowest compared entry with this formula, charge and spin ... 97.8 kcal per mole

7.
The following is a DFT calculation (wB97M-V/def2-TZVPD) of a 2-piece molecular cluster, C4H5ClN2O overall.

Element x y z (Å)
C1 -0.816 -0.696 -1.475
C2 -0.084 0.508 1.508
C3 0.473 -1.209 -1.180
C4 0.282 1.188 0.294
N1 -1.370 0.165 1.590
N2 1.673 -1.382 -1.019
O1 -1.092 -0.097 -2.518
Cl1 1.916 1.518 -0.012
H1 -1.580 -0.841 -0.559
H2 0.450 0.228 2.373
H3 -0.543 1.483 -0.459
H4 -1.622 -0.302 2.481
H5 2.314 -0.563 -1.023

Computed properties:
Kohn-Sham gap (alpha / beta) ... 8.03 / 6.89 eV
E_LUMO (alpha / beta) ... -0.89 / -1.34 eV
ΔE to the lowest compared entry with this formula, charge and spin ... 123.9 kcal per mole

8.
The following is a DFT calculation (wB97M-V/def2-TZVPD) of an isolated ion of composition C7H6NO3 and charge -1.

Element x y z (Å)
C1 -1.739 0.300 0.076
C2 -1.692 -1.069 0.268
C3 -0.568 1.012 -0.150
C4 -0.488 -1.753 0.219
C5 0.636 0.347 -0.220
C6 0.677 -1.038 -0.031
C7 2.008 0.928 -0.422
N1 2.903 -0.642 -0.571
O1 3.813 -0.506 0.421
O2 1.875 -1.619 -0.132
O3 2.574 1.548 0.547
H1 -2.690 0.815 0.106
H2 -2.606 -1.621 0.444
H3 -0.596 2.084 -0.290
H4 -0.433 -2.821 0.363
H5 2.163 1.316 -1.454
H6 3.531 0.416 0.840

Computed properties:
Expectation value of S² ... 2.012
Kohn-Sham gap (alpha / beta) ... 4.28 / 5.97 eV
E_LUMO (alpha / beta) ... 3.96 / 1.38 eV
Net charge ... -1
ΔE to the lowest compared entry with this formula, charge and spin ... 28.4 kcal per mole
2S+1 ... 3

What did the seventh record say?
The following is a DFT calculation (wB97M-V/def2-TZVPD) of a 2-piece molecular cluster, C4H5ClN2O overall.

Element x y z (Å)
C1 -0.816 -0.696 -1.475
C2 -0.084 0.508 1.508
C3 0.473 -1.209 -1.180
C4 0.282 1.188 0.294
N1 -1.370 0.165 1.590
N2 1.673 -1.382 -1.019
O1 -1.092 -0.097 -2.518
Cl1 1.916 1.518 -0.012
H1 -1.580 -0.841 -0.559
H2 0.450 0.228 2.373
H3 -0.543 1.483 -0.459
H4 -1.622 -0.302 2.481
H5 2.314 -0.563 -1.023

Computed properties:
Kohn-Sham gap (alpha / beta) ... 8.03 / 6.89 eV
E_LUMO (alpha / beta) ... -0.89 / -1.34 eV
ΔE to the lowest compared entry with this formula, charge and spin ... 123.9 kcal per mole